# 1
A cluster of 13 separate species, C6H39NO12 in total, computed with ωB97M-V/def2-TZVPD.

Structure (XYZ):
```
58
Properties=species:S:1:pos:R:3:lowdin_charge:R:1
C 0.040 0.282 -2.108 -0.233
C -0.850 -0.443 -3.115 -0.113
C -0.631 0.414 -0.739 -0.223
N -0.689 -0.892 -0.066 -0.088
C -1.229 -0.803 1.319 -0.222
C -1.164 -2.168 1.998 -0.248
C 0.200 -2.437 2.625 -0.105
H 1.002 -0.272 -2.031 0.100
H 0.303 1.324 -2.469 0.125
H -0.434 -0.403 -4.154 0.089
H -0.995 -1.493 -2.854 0.052
H -1.851 0.007 -3.145 0.071
H -1.701 0.794 -0.829 0.125
H -0.067 1.134 -0.112 0.097
H 0.254 -1.329 -0.051 0.091
H -2.244 -0.472 1.195 0.086
H -0.694 -0.050 1.953 0.115
H -1.922 -2.163 2.827 0.117
H -1.440 -2.984 1.306 0.108
H 0.454 -1.670 3.392 0.077
H 1.011 -2.377 1.851 0.065
H 0.221 -3.439 3.069 0.075
H 0.802 2.001 2.218 0.035
H 1.640 1.325 3.396 0.109
O 1.704 1.618 2.450 -0.097
H -3.529 1.539 0.684 0.013
H -3.608 1.648 2.202 0.058
O -3.086 1.969 1.469 -0.073
H 1.887 -2.106 -3.433 0.039
H 1.379 -3.208 -2.499 0.012
O 2.201 -2.846 -2.904 -0.070
H 1.459 3.313 -0.998 0.009
H 0.307 3.642 0.033 -0.038
O 0.974 4.019 -0.496 -0.070
H 2.679 1.341 -0.792 -0.001
H 3.310 2.718 -0.844 0.047
O 2.693 2.144 -1.338 -0.081
H 2.536 3.955 0.878 0.007
H 2.810 2.782 1.785 0.001
O 3.280 3.438 1.208 -0.088
H 2.635 -1.571 0.061 -0.019
H 2.779 -2.528 -1.123 0.035
O 2.503 -2.486 -0.185 -0.080
H 1.052 -3.385 -0.647 0.021
H -0.339 -2.772 -1.037 0.004
O 0.230 -3.549 -1.177 -0.087
H 3.762 0.143 0.723 0.088
H 2.378 0.577 1.223 0.025
O 2.835 0.123 0.491 -0.046
H -3.930 -0.108 -0.935 0.026
H -4.516 1.294 -1.402 0.068
O -4.353 0.769 -0.600 -0.103
H -2.355 -1.522 -1.088 0.009
H -3.674 -2.346 -1.214 0.098
O -3.252 -1.493 -1.444 -0.047
H -1.427 2.456 1.548 -0.001
H -0.771 3.690 2.184 0.094
O -0.572 2.853 1.739 -0.058
```

Computed properties:
* HOMO-LUMO gap: 9.87 eV
* DFT total energy: -1209.69432 a.u.
* ΔE to the lowest compared entry with this formula, charge and spin: 0.0 kJ/mol
* LUMO: 0.03 eV
* F_max: 2.3 eV/A


# 2
The ion C4H13N3 with charge +2, computed with ωB97M-V/def2-TZVPD.

Structure (XYZ):
```
20
Properties=species:S:1:pos:R:3:lowdin_charge:R:1
C -0.156 1.660 -0.560 -0.031
C -0.097 0.339 0.186 -0.240
C -1.137 -0.690 -0.283 -0.114
N -2.357 -0.641 0.578 0.213
C 1.459 -0.261 0.107 -0.275
N 2.221 -0.226 1.159 0.251
N 1.858 -0.666 -1.067 0.247
H 0.596 2.351 -0.189 0.108
H -0.014 1.540 -1.629 0.098
H -1.124 2.131 -0.398 0.101
H -0.239 0.521 1.256 0.138
H -0.745 -1.709 -0.245 0.147
H -1.447 -0.471 -1.308 0.150
H -3.091 -1.265 0.207 0.196
H -2.754 0.310 0.616 0.190
H -2.159 -0.948 1.542 0.190
H 1.918 0.121 2.058 0.154
H 3.198 -0.497 1.097 0.163
H 1.261 -0.633 -1.882 0.150
H 2.812 -0.965 -1.244 0.163
```

Computed properties:
* structure (SMILES): C[C@@H](C[NH3+])C(N)=[NH2+]
* HOMO-LUMO gap: 12.47 eV
* DFT total energy: -323.88037 a.u.
* ΔE to the lowest compared entry with this formula, charge and spin: 33.1 kJ/mol
* net charge: +2
* LUMO: -7.02 eV
* F_max: 3.4 eV/A


# 3
A cluster of 5 separate species, C10H15N5 in total, computed with ωB97M-V/def2-TZVPD.

Structure (XYZ):
```
30
Properties=species:S:1:pos:R:3:lowdin_spin:R:1
C 2.894 2.837 -0.761 0.006
C 2.924 3.949 -1.757 0.005
N 2.884 4.755 -2.584 0.000
H 1.887 2.430 -0.673 0.001
H 3.302 3.079 0.220 0.001
H 3.566 2.132 -1.252 0.002
C -6.782 -0.605 0.517 0.163
C -5.505 -0.411 1.135 0.163
N -4.472 -0.364 1.597 0.018
H -7.503 -0.674 1.332 0.016
H -6.758 -1.451 -0.169 0.037
H -7.061 0.283 -0.050 0.021
C -1.704 -1.187 -0.229 0.162
C -0.380 -0.689 -0.575 0.090
N 0.664 -0.269 -0.771 0.006
H -1.649 -1.873 0.616 0.041
H -2.251 -1.751 -0.985 0.049
H -2.255 -0.281 0.023 0.015
C 3.962 -2.196 -1.657 0.035
C 4.026 -2.030 -3.053 0.014
N 4.058 -1.859 -4.181 0.001
H 4.854 -1.721 -1.250 0.004
H 4.013 -3.251 -1.388 0.008
H 3.115 -1.689 -1.193 0.007
C 0.529 0.073 2.920 0.065
C 1.070 1.402 2.697 0.026
N 1.493 2.438 2.470 0.003
H -0.478 0.093 3.337 0.013
H 1.154 -0.541 3.569 0.013
H 0.405 -0.628 2.095 0.015
```

Computed properties:
* multiplicity: 2
* HOMO-LUMO gap (alpha / beta): 2.07 / 11.85 eV
* DFT total energy: -663.73522 a.u.
* ΔE to the lowest compared entry with this formula, charge and spin: 0.0 kJ/mol
* net charge: -1
* LUMO (alpha / beta): 2.65 / 2.76 eV
* F_max: 2.2 eV/A


# 4
A structure of composition C29H34BrClGeN3NiO6, computed with ωB97M-V/def2-TZVPD.

Structure (XYZ):
```
76
Properties=species:S:1:pos:R:3:lowdin_spin:R:1
Ni -1.264 -1.311 0.905 1.751
O 0.341 -4.213 3.091 0.002
Cl 0.498 -3.794 1.724 0.003
O 1.790 -4.173 1.233 0.004
O -0.542 -4.342 0.908 0.000
O 0.413 -2.308 1.697 0.028
Br -0.964 0.680 2.374 0.060
C -3.266 -0.917 5.333 0.000
C -3.734 -2.187 4.610 0.000
C -5.224 -2.099 4.265 0.000
C -3.441 -3.434 5.453 0.000
C -2.973 -2.281 3.358 0.006
N -2.377 -2.317 2.385 0.022
H -3.838 -0.803 6.256 0.000
H -3.407 -0.037 4.706 0.000
H -2.204 -0.976 5.571 0.000
H -5.799 -2.013 5.189 0.000
H -5.555 -2.989 3.729 0.000
H -5.427 -1.228 3.643 0.000
H -4.004 -3.372 6.386 0.000
H -2.379 -3.504 5.683 0.000
H -3.734 -4.341 4.924 0.000
O -1.554 -2.289 -1.108 0.033
C -0.746 -1.436 -1.513 0.004
O -0.206 -0.614 -0.699 0.041
C -0.359 -1.284 -2.966 0.002
C 1.151 -1.082 -3.144 0.001
Ge 1.947 0.275 -1.954 0.001
C 2.674 -0.421 -0.292 0.000
C 2.469 0.142 0.963 0.000
C 3.017 -0.437 2.098 0.000
C 3.780 -1.589 1.994 0.000
C 4.000 -2.157 0.750 0.000
C 3.454 -1.574 -0.382 0.000
C 0.887 1.928 -1.932 0.000
C 0.312 2.482 -0.788 0.000
C -0.345 3.705 -0.844 0.000
C -0.471 4.382 -2.051 0.000
C 0.065 3.827 -3.206 0.000
C 0.743 2.616 -3.139 0.000
C 3.587 0.884 -2.906 0.000
C 4.072 0.306 -4.078 0.000
C 5.245 0.755 -4.678 0.000
C 5.958 1.800 -4.112 0.000
C 5.493 2.390 -2.942 0.000
C 4.325 1.932 -2.352 0.000
H -0.900 -0.409 -3.341 0.000
H -0.723 -2.151 -3.517 0.001
H 1.366 -0.798 -4.176 0.000
H 1.679 -2.023 -2.961 0.000
H 1.850 1.021 1.082 0.000
H 2.808 -0.005 3.069 0.000
H 4.176 -2.062 2.884 0.000
H 4.576 -3.070 0.663 0.000
H 3.633 -2.037 -1.349 0.000
H 0.352 1.954 0.157 0.000
H -0.762 4.124 0.065 0.000
H -0.984 5.336 -2.093 0.000
H -0.026 4.347 -4.153 0.000
H 1.197 2.217 -4.042 0.000
H 3.536 -0.517 -4.538 0.000
H 5.601 0.285 -5.588 0.000
H 6.872 2.151 -4.575 0.000
H 6.047 3.204 -2.489 0.000
H 3.980 2.402 -1.436 0.000
C -3.229 2.119 -2.042 0.000
N -3.346 1.866 -0.613 0.008
C -3.511 2.971 0.321 0.001
C -3.245 0.646 -0.153 0.013
N -3.149 -0.437 0.244 0.016
H -2.381 2.774 -2.235 0.000
H -4.143 2.579 -2.427 0.000
H -3.065 1.175 -2.555 0.000
H -2.986 3.840 -0.077 0.000
H -3.063 2.699 1.275 0.001
H -4.567 3.221 0.457 0.000
```

Computed properties:
* multiplicity: 3
* HOMO-LUMO gap (alpha / beta): 8.18 / 8.14 eV
* DFT total energy: -8360.52698 a.u.
* net charge: -1
* LUMO (alpha / beta): 2.44 / 2.43 eV
* F_max: 0.4 eV/A